[1]
Computed, not measured: C7H14 in the gas phase, with ωB97M-V with the def2-TZVPD basis set.

```
! RIJCOSX wB97M-V def2-TZVPD def2/J DEFGRID3
* xyz 0 1
C -1.32 1.26 -0.19
C -1.25 -0.16 0.38
C -2.33 -1.04 -0.24
C 0.13 -0.80 0.19
C 1.29 0.10 0.58
C 2.70 -0.28 0.23
C 2.04 0.86 -0.48
H -0.96 1.28 -1.23
H -2.35 1.63 -0.19
H -0.71 1.96 0.39
H -1.44 -0.10 1.47
H -3.34 -0.69 0.03
H -2.25 -1.04 -1.33
H -2.24 -2.08 0.10
H 0.17 -1.73 0.77
H 0.25 -1.09 -0.86
H 1.17 0.60 1.54
H 3.49 -0.06 0.94
H 2.85 -1.21 -0.33
H 1.73 0.71 -1.51
H 2.37 1.87 -0.26
*
```

Highest occupied orbital energy   -10.1 eV
Structure (SMILES)   CC(C)CC1CC1
Lowest unoccupied orbital energy   1.2 eV
Frontier orbital gap   0.4160 Eh
Calculated total energy   -275.0865 Ha

---

[2]
Computed, not measured: a molecular structure, C45H45Cl2F6MgN3O2P3, with ωB97M-V with the def2-TZVPD basis set.

```
! RIJCOSX wB97M-V def2-TZVPD def2/J DEFGRID3
* xyz 2 2
Mg -0.55 -0.06 -0.10
F -0.50 1.84 0.39
P -2.12 2.15 0.01
F -2.49 0.90 0.99
F -1.90 1.00 -1.18
F -3.63 2.32 -0.42
F -1.63 3.26 -1.03
F -2.19 3.19 1.19
C -2.98 -4.51 1.95
C -2.72 -3.49 0.90
C -3.28 -3.30 -0.34
C -2.62 -2.19 -0.90
N -1.71 -1.72 -0.05
N -1.78 -2.53 1.03
C -2.87 -1.62 -2.26
H -3.78 -5.18 1.63
H -3.26 -4.05 2.90
H -2.08 -5.12 2.12
H -4.06 -3.88 -0.80
H -1.21 -2.34 1.83
H -3.57 -2.26 -2.79
H -1.94 -1.57 -2.83
H -3.30 -0.62 -2.19
C 1.24 -1.36 3.95
P 0.53 -0.27 2.57
C -0.96 0.27 3.50
C -1.43 1.57 3.63
C -2.69 1.82 4.15
C -3.51 0.77 4.56
C -3.04 -0.53 4.48
C -1.78 -0.78 3.96
C 1.88 0.96 2.46
C 3.12 0.38 2.15
C 4.25 1.15 2.02
C 4.17 2.53 2.18
C 2.94 3.12 2.43
C 1.80 2.34 2.57
P 0.70 -0.90 5.68
C 1.17 0.81 6.05
C 2.47 1.26 5.87
C 2.81 2.54 6.28
C 1.86 3.37 6.85
C 0.56 2.92 7.04
C 0.22 1.64 6.65
C 1.75 -1.88 6.75
C 2.43 -1.30 7.83
C 3.19 -2.09 8.67
C 3.24 -3.47 8.48
C 2.52 -4.06 7.44
C 1.78 -3.27 6.59
H 2.33 -1.36 3.93
H 0.90 -2.39 3.79
H -0.83 2.41 3.31
H -3.05 2.84 4.22
H -4.51 0.97 4.92
H -3.65 -1.36 4.82
H -1.43 -1.81 3.90
H 3.19 -0.70 2.00
H 5.20 0.69 1.79
H 5.06 3.14 2.09
H 2.86 4.19 2.55
H 0.86 2.84 2.77
H 3.23 0.62 5.43
H 3.83 2.89 6.16
H 2.14 4.37 7.17
H -0.18 3.56 7.50
H -0.79 1.26 6.82
H 2.38 -0.23 8.00
H 3.75 -1.63 9.48
H 3.82 -4.08 9.16
H 2.54 -5.13 7.32
H 1.20 -3.74 5.79
Cl 1.62 4.28 -1.23
C 3.03 3.21 -1.34
Cl 2.59 1.54 -0.94
H 3.77 3.54 -0.61
H 3.42 3.23 -2.35
C -3.26 5.55 -4.69
O -2.43 4.39 -4.63
C -2.91 3.22 -5.09
C -4.10 3.04 -5.77
C -4.47 1.78 -6.21
C -3.65 0.68 -5.97
C -2.47 0.84 -5.26
C -2.10 2.10 -4.81
N -1.00 2.37 -3.96
C -0.10 1.62 -3.40
C 0.36 0.33 -3.78
C 0.55 0.01 -5.15
C 1.23 -1.11 -5.52
C 1.70 -1.99 -4.53
C 1.48 -1.74 -3.20
C 0.79 -0.59 -2.77
O 0.50 -0.44 -1.51
H -4.20 5.38 -4.15
H -3.47 5.84 -5.72
H -2.70 6.34 -4.20
H -4.75 3.89 -5.97
H -5.40 1.65 -6.74
H -3.94 -0.30 -6.32
H -1.86 -0.02 -5.05
H -1.06 3.33 -3.62
H 0.39 2.08 -2.55
H 0.21 0.72 -5.90
H 1.42 -1.32 -6.56
H 2.26 -2.87 -4.83
H 1.83 -2.42 -2.44
*
```

Highest occupied orbital energy (spin up / spin down)   -12.0 / -12.0 eV
Lowest unoccupied orbital energy (spin up / spin down)   -4.6 / -8.2 eV
Frontier orbital gap (spin up / spin down)   0.2737 / 0.1414 Eh
Calculated total energy   -4800.0941 Ha

---

[3]
Computed, not measured: a gas-phase ion, C28H56BN2O3S2 (charge -1), with ωB97M-V with the def2-TZVPD basis set.

```
! RIJCOSX wB97M-V def2-TZVPD def2/J DEFGRID3
* xyz -1 1
C 7.12 -0.73 1.66
C 6.74 -1.40 0.34
C 5.55 -0.67 -0.33
C 4.91 -1.47 -1.44
C 3.67 -0.77 -2.07
C 2.30 -1.33 -1.61
C 1.35 -1.46 -2.81
B -0.31 -1.43 -2.57
C -1.02 -0.84 -3.96
C -2.14 0.20 -3.87
C -1.75 1.66 -3.97
C -3.01 2.51 -3.82
N -3.32 2.94 -2.45
C -4.72 2.79 -2.10
C -2.80 4.18 -2.13
C -2.96 4.63 -0.70
O -2.19 4.89 -2.92
O -0.78 -0.77 -1.30
C -1.87 -1.53 -0.88
C -1.49 -3.00 -1.21
C -0.96 -3.81 -0.05
C 0.00 -3.24 1.01
C -0.65 -3.35 2.39
C -1.46 -2.17 2.93
N -0.79 -0.88 2.85
C -1.65 0.24 3.24
C -2.72 0.58 2.24
C -3.94 1.25 2.87
C -4.69 0.28 3.78
C 0.34 -0.89 3.69
S 0.31 -1.47 5.21
S 1.88 -0.36 3.12
C 1.65 1.20 2.23
C 2.97 1.94 2.44
C 2.99 3.22 1.61
O -0.67 -2.87 -2.31
H 6.22 -0.55 2.22
H 7.60 0.21 1.45
H 7.80 -1.34 2.25
H 7.61 -1.32 -0.30
H 6.50 -2.44 0.53
H 5.91 0.25 -0.75
H 4.80 -0.49 0.43
H 5.66 -1.61 -2.21
H 4.62 -2.46 -1.09
H 3.76 -0.90 -3.14
H 3.72 0.29 -1.84
H 1.88 -0.75 -0.81
H 2.51 -2.33 -1.25
H 1.52 -2.47 -3.19
H 1.67 -0.78 -3.60
H -1.50 -1.70 -4.43
H -0.30 -0.48 -4.68
H -2.76 0.10 -2.99
H -2.80 0.03 -4.72
H -1.32 1.88 -4.94
H -1.02 1.92 -3.21
H -3.82 1.86 -4.10
H -3.04 3.34 -4.52
H -5.34 3.58 -2.52
H -5.11 1.85 -2.46
H -4.86 2.81 -1.03
H -3.18 5.69 -0.72
H -3.72 4.11 -0.15
H -1.99 4.52 -0.25
H -2.74 -1.34 -1.52
H -2.11 -1.46 0.17
H -2.44 -3.50 -1.46
H -0.53 -4.72 -0.47
H -1.85 -4.11 0.50
H 0.87 -3.88 1.03
H 0.39 -2.25 0.79
H -1.27 -4.23 2.37
H 0.11 -3.55 3.15
H -2.40 -2.16 2.41
H -1.69 -2.38 3.97
H -1.01 1.11 3.32
H -2.03 0.07 4.25
H -3.08 -0.28 1.70
H -2.31 1.23 1.48
H -3.64 2.14 3.41
H -4.62 1.50 2.07
H -4.14 0.12 4.70
H -5.70 0.60 4.00
H -4.74 -0.68 3.28
H 0.88 1.79 2.68
H 1.42 1.06 1.19
H 2.99 2.17 3.49
H 3.75 1.25 2.17
H 2.87 4.08 2.25
H 3.90 3.33 1.03
H 2.17 3.21 0.92
*
```

Highest occupied orbital energy   -4.2 eV
Lowest unoccupied orbital energy   1.9 eV
Frontier orbital gap   0.2236 Eh
Calculated total energy   -2256.9863 Ha

---

[4]
Computed, not measured: C2H5ClOS in the gas phase, with ωB97M-V with the def2-TZVPD basis set.

```
! RIJCOSX wB97M-V def2-TZVPD def2/J DEFGRID3
* xyz 0 3
C -0.18 -1.41 -0.21
C 1.00 0.94 0.26
O 1.16 2.22 -0.03
S -0.47 0.36 -0.39
Cl -2.75 -0.25 0.18
H 0.91 -1.57 -0.32
H -0.99 -1.69 -1.00
H -0.53 -1.73 0.83
H 1.42 0.66 1.24
H 0.44 2.47 -0.57
*
```

Highest occupied orbital energy (spin up / spin down)   -7.1 / -10.2 eV
Lowest unoccupied orbital energy (spin up / spin down)   0.5 / -2.7 eV
Frontier orbital gap (spin up / spin down)   0.2813 / 0.2757 Eh
Calculated total energy   -1012.6650 Ha

---

[5]
Computed, not measured: C7H15N in the gas phase, with ωB97M-V with the def2-TZVPD basis set.

```
! RIJCOSX wB97M-V def2-TZVPD def2/J DEFGRID3
* xyz 0 1
C 0.51 -1.49 -2.81
C 0.70 -0.95 -1.42
C -0.23 -0.73 -0.49
C -1.69 -1.06 -0.65
C 0.22 -0.30 0.89
C 0.30 1.24 1.08
C -0.58 1.64 2.24
N 1.67 1.63 1.25
H -0.50 -1.88 -2.95
H 0.65 -0.72 -3.58
H 1.23 -2.28 -2.95
H 1.73 -0.82 -1.10
H -2.31 -0.53 0.08
H -2.03 -0.81 -1.66
H -1.86 -2.13 -0.52
H -0.45 -0.67 1.66
H 1.17 -0.77 1.16
H -0.15 1.61 0.15
H -0.55 2.68 2.53
H -0.34 1.06 3.14
H -1.64 1.55 1.99
H 1.82 2.63 1.25
H 2.32 1.12 0.68
*
```

Highest occupied orbital energy   -8.8 eV
Structure (SMILES)   C/C=C(\C)C[C@@H](C)N
Lowest unoccupied orbital energy   1.1 eV
Frontier orbital gap   0.3637 Eh
Calculated total energy   -330.4398 Ha

---

The following strongest force on any atom values (in hartree/bohr) correspond, in order, to the records above: 0.0039, 0.0339, 0.0250, 0.0540, 0.0217.